C5H13NS | ωB97M-V/def2-TZVPD

Its orbital gap is 0.333 hartree. The relative energy (zero: lowest compared OMol25 entry of this formula, charge and spin) comes out at 60.67 kJ/mol. Its structure (SMILES) is C/C=C/N.CCS. The LUMO energy comes out at 0.94 eV. The value obtained for the highest occupied orbital energy is -8.1 eV.

Each line ends with the Löwdin charge.
Atoms and positions in Å:
C: -1.15347 -2.32338 1.03389  -0.1242
C: -1.53487 -0.88326 1.21541  -0.1905
C: -0.67024 0.07376 1.52916  -0.2570
N: -0.94932 1.44166 1.62036  0.0330
H: -0.08536 -2.47392 1.18543  0.0670
H: -1.70402 -2.96684 1.72120  0.0640
H: -1.40710 -2.67368 0.02975  0.0652
H: -2.57788 -0.64333 1.03274  0.0959
H: 0.36858 -0.21467 1.64965  0.1074
H: -0.42082 1.92393 2.33148  0.0782
H: -1.93574 1.63187 1.73454  0.0815
C: 0.33291 1.21376 -1.86698  -0.1854
C: 1.62270 0.40512 -1.82298  -0.6139
S: 2.78280 1.18520 -0.64072  0.6553
H: 0.52821 2.23469 -2.19104  0.0668
H: -0.15467 1.23279 -0.89548  0.0327
H: -0.36032 0.75959 -2.57503  0.0720
H: 1.43510 -0.61979 -1.51399  0.0581
H: 2.11293 0.40403 -2.79135  0.0560
H: 3.77059 0.29250 -0.78605  -0.1624



C68H146N12O19 | ωB97M-V/def2-TZVPD

Its orbital gap is 0.289 hartree. The LUMO energy comes out at 0.20 eV. The value obtained for the highest occupied orbital energy is -7.7 eV.

Each line ends with the Löwdin charge.
Atoms and positions in Å:
O: -2.55339 -2.42270 -3.53452  0.0110
C: -3.31944 -2.54799 -4.48666  -0.6234
N: -4.57008 -2.34162 -4.18870  0.1705
C: -3.04016 -3.03472 -5.88810  0.0206
H: -5.32947 -2.77821 -4.69151  0.1172
H: -4.77066 -2.02347 -3.25133  0.1025
H: -2.35560 -2.34540 -6.38237  0.0718
H: -3.93840 -3.26351 -6.46162  0.0837
H: -2.44534 -3.94753 -5.92071  0.0791
O: -2.63210 -4.26243 3.52322  -0.0189
C: -2.50108 -3.59210 4.56336  -0.5491
N: -3.43833 -3.58881 5.51093  0.1788
C: -1.26688 -2.75654 4.81426  0.0036
H: -3.29618 -3.22692 6.44309  0.1119
H: -4.29223 -4.07361 5.27443  0.1235
H: -1.15453 -2.26186 5.77902  0.0773
H: -1.23089 -2.00540 4.02522  0.0713
H: -0.35542 -3.35189 4.76034  0.0860
O: -1.54921 -7.98126 1.25498  0.0600
C: -2.08611 -6.98986 1.58750  -0.6637
N: -1.48193 -5.79089 1.46500  0.1885
C: -3.49489 -7.04532 2.06258  -0.0042
H: -1.79226 -4.95416 1.93794  0.0478
H: -0.52964 -5.70174 1.14052  0.0642
H: -3.47392 -7.83945 2.80891  0.0885
H: -4.00452 -7.35117 1.14888  0.0864
H: -4.00964 -6.19070 2.50160  0.0536
O: 3.29956 4.50365 -1.54129  -0.0027
C: 3.71611 4.79098 -0.40404  -0.6160
N: 4.88935 5.21372 -0.14770  0.1713
C: 2.87499 4.47817 0.84966  0.0054
H: 5.50067 5.38159 -0.93397  0.1298
H: 5.14608 5.43519 0.80369  0.1192
H: 2.40459 5.41344 1.15313  0.0859
H: 3.38257 4.24965 1.78682  0.0641
H: 2.09655 3.75934 0.59390  0.0675
O: -6.14072 -2.73780 -0.31209  0.0444
C: -5.63174 -3.14431 0.68952  -0.6916
N: -4.37178 -2.97118 1.00540  0.2004
C: -6.44653 -3.82644 1.70670  -0.0041
H: -3.82882 -2.45864 0.32525  0.1161
H: -3.98503 -3.34970 1.85818  0.0710
H: -6.45277 -4.91041 1.59242  0.0878
H: -7.44304 -3.42800 1.51612  0.0905
H: -6.04462 -3.46634 2.65374  0.0735
O: -0.86288 6.63493 -1.94556  0.0286
C: -0.77814 5.55656 -2.47461  -0.6787
N: -1.26798 5.48205 -3.68713  0.1785
C: -0.11642 4.45109 -1.80599  0.0070
H: -1.38724 4.63219 -4.21969  0.0573
H: -1.71913 6.35194 -3.93178  0.1169
H: -0.62608 4.16575 -0.88570  0.0748
H: 0.86235 4.88335 -1.59798  0.0784
H: 0.00774 3.62756 -2.50917  0.0695
O: 4.65468 -1.81231 -0.54787  0.0176
C: 3.99998 -2.83418 -0.47458  -0.6606
N: 2.73410 -2.90620 -0.74990  0.2030
C: 4.63443 -4.14124 -0.18418  -0.0038
H: 2.22371 -2.04235 -0.86556  0.0780
H: 2.24332 -3.77993 -0.62404  0.0715
H: 4.70546 -4.36679 0.87986  0.0859
H: 5.67646 -4.15964 -0.50343  0.0847
H: 4.04463 -4.87439 -0.73439  0.0678
C: 5.82647 3.41394 -7.74613  -0.0920
C: 4.36740 3.29373 -7.36528  -0.2546
N: 3.73298 4.43828 -6.65756  -0.1852
C: 2.32850 4.20198 -6.27018  -0.2482
C: 2.28945 3.15973 -5.13964  -0.0763
C: 3.96363 5.74630 -7.32369  -0.2315
C: 3.02569 5.91789 -8.56013  -0.0854
H: 6.36180 2.47895 -7.91144  0.0623
H: 6.45192 4.06329 -7.13354  0.0763
H: 5.88402 3.89711 -8.72149  0.0645
H: 3.68575 2.82664 -8.07611  0.1119
H: 4.32504 2.54015 -6.57888  0.0849
H: 1.95740 5.16072 -5.90796  0.1164
H: 1.72971 3.86253 -7.11535  0.1013
H: 2.33696 2.21751 -5.68558  0.0471
H: 3.09075 3.32863 -4.42027  0.0889
H: 1.27772 3.21258 -4.73751  0.0583
H: 5.03574 5.90503 -7.43985  0.0948
H: 3.71293 6.60683 -6.70340  0.1021
H: 3.07515 5.05117 -9.21925  0.0613
H: 3.35282 6.73250 -9.20628  0.0634
H: 2.01139 6.04616 -8.18221  0.0625
C: 2.64127 -1.78675 3.84257  -0.0854
C: 2.87438 -0.35088 4.11561  -0.2616
N: 4.29049 -0.00187 4.35505  -0.1702
C: 4.53335 1.31829 4.84738  -0.2838
C: 5.75202 1.41128 5.77332  -0.0851
C: 5.32447 -0.51739 3.40584  -0.2187
C: 5.24284 0.12579 2.02293  -0.0878
H: 1.56516 -1.95094 3.78645  0.0553
H: 3.02028 -2.33692 4.70382  0.0867
H: 3.05487 -2.10968 2.88719  0.0717
H: 2.54724 0.24522 3.26370  0.0960
H: 2.27714 0.01098 4.95255  0.1002
H: 4.68121 2.10576 4.10835  0.1028
H: 3.65071 1.66122 5.38724  0.0853
H: 5.78356 0.65017 6.55294  0.0761
H: 6.62662 1.28784 5.13463  0.0540
H: 5.92516 2.42239 6.14183  0.0674
H: 5.33610 -1.60719 3.42314  0.1062
H: 6.36849 -0.28351 3.61427  0.0976
H: 5.98939 -0.43647 1.46203  0.0719
H: 5.38558 1.20128 1.91785  0.0681
H: 4.24347 -0.03606 1.61897  0.0483
C: 0.01051 1.27302 0.55077  -0.0595
C: 0.98285 0.13993 0.26583  -0.2489
N: 0.69978 -0.72172 -0.86741  -0.1824
C: -0.50165 -1.51507 -0.90384  -0.2347
C: -0.46252 -2.41903 0.35986  -0.0686
C: 0.68515 0.12262 -2.12972  -0.2155
C: 2.00983 0.79179 -2.48666  -0.0541
H: 0.36513 1.90728 1.36322  0.0596
H: -0.95860 0.96832 0.94581  0.0487
H: -0.25994 1.79671 -0.36613  0.0572
H: 1.94845 0.64556 0.26005  0.1076
H: 1.07897 -0.48142 1.15623  0.0924
H: -1.44344 -0.96789 -0.94534  0.1048
H: -0.58339 -2.20883 -1.74056  0.0961
H: 0.44615 -3.02102 0.36553  0.0462
H: -0.52955 -1.94459 1.33890  0.0590
H: -1.15973 -3.25448 0.29649  0.0465
H: -0.22047 0.72806 -2.16719  0.0961
H: 0.43216 -0.56794 -2.93422  0.1026
H: 2.83152 0.08446 -2.37434  0.0621
H: 2.27573 1.66284 -1.88777  0.0704
H: 2.04108 0.97859 -3.56009  0.0450
C: 2.39307 2.74272 7.95932  -0.0786
C: 0.88219 3.20102 8.14761  -0.1988
N: 0.41126 3.48877 6.76942  -0.2033
C: -0.59183 4.58559 6.77751  -0.2494
C: -0.03773 6.04273 6.83775  -0.0683
C: 0.29635 2.42844 5.81460  -0.2403
C: 0.61349 2.97830 4.41074  -0.0566
H: 2.88153 2.82970 8.92985  0.0606
H: 2.96150 3.37134 7.27388  0.0690
H: 2.38839 1.72211 7.57668  0.0487
H: 0.30990 2.38007 8.57961  0.0899
H: 0.81503 4.02435 8.85876  0.1053
H: -1.14376 4.53785 5.83879  0.0917
H: -1.40410 4.47634 7.49611  0.0989
H: -0.84821 6.73219 6.60143  0.0683
H: 0.42501 6.22229 7.80818  0.0592
H: 0.72753 6.06391 6.06185  0.0689
H: -0.73215 2.07585 5.89185  0.0768
H: 1.01866 1.63575 6.00949  0.0885
H: -0.26094 3.41056 3.92431  0.0530
H: 0.85914 2.19742 3.69103  0.0444
H: 1.41125 3.72009 4.37268  0.0806
C: -3.44716 -0.17833 3.16644  -0.0660
C: -2.91313 0.53518 4.42435  -0.2352
N: -3.92118 0.72044 5.46275  -0.1644
C: -4.67004 -0.47153 5.82187  -0.2683
C: -5.77240 -0.43012 6.86468  -0.0829
C: -3.48136 1.49868 6.62410  -0.2362
C: -2.38681 0.95322 7.55920  -0.0953
H: -4.25918 0.46325 2.82424  0.0824
H: -3.83331 -1.17690 3.37104  0.0463
H: -2.74692 -0.08020 2.33691  0.0588
H: -2.08314 0.02616 4.91435  0.0879
H: -2.55944 1.51918 4.11652  0.0945
H: -5.14573 -0.83096 4.90938  0.1004
H: -4.02301 -1.30817 6.08545  0.0780
H: -5.33516 -0.15904 7.82564  0.0589
H: -6.57389 0.27779 6.65352  0.0800
H: -6.28148 -1.36661 7.09251  0.0727
H: -4.29823 1.70276 7.31633  0.1040
H: -3.14331 2.50426 6.37381  0.0934
H: -1.52378 0.41861 7.16237  0.0555
H: -2.76151 0.19804 8.25015  0.0601
H: -2.05928 1.76257 8.21171  0.0667
O: -1.38490 4.94709 1.49121  0.1013
C: -2.39006 4.87013 2.16663  -0.4630
O: -2.78990 5.84090 2.98996  0.0196
C: -4.11101 5.64032 3.44685  -0.1413
C: -4.31252 4.10165 3.28668  -0.1348
C: -3.44640 3.74181 2.09190  -0.0635
H: -4.83030 6.24408 2.89350  0.1233
H: -4.04339 6.07650 4.44348  0.1215
H: -5.38517 3.93208 3.19298  0.1143
H: -3.85924 3.48568 4.06334  0.0910
H: -4.02528 3.76760 1.16868  0.1163
H: -2.93037 2.79448 2.24808  0.0994
O: -2.09789 2.87741 -5.03887  0.0551
C: -1.63822 2.21939 -5.98115  -0.3967
O: -1.39682 2.79679 -7.21936  0.0069
C: -1.15627 1.79175 -8.19900  -0.1370
C: -1.01772 0.44295 -7.43723  -0.1318
C: -1.27583 0.76614 -5.97450  -0.0656
H: -0.19237 1.92039 -8.69141  0.1225
H: -2.05430 1.94032 -8.79865  0.1278
H: -0.01570 0.04422 -7.59554  0.0989
H: -1.72155 -0.28277 -7.84473  0.1039
H: -0.42895 0.55182 -5.32260  0.1302
H: -2.14788 0.22155 -5.61248  0.1153
O: -1.64677 -8.03645 -4.95512  0.0458
C: -1.87431 -7.15088 -4.09274  -0.4938
O: -3.05167 -6.99097 -3.58271  0.0714
C: -3.02506 -5.90354 -2.60067  -0.1147
C: -1.60774 -5.58399 -2.34386  -0.1660
C: -0.91515 -6.10570 -3.59018  -0.0522
H: -3.49571 -6.19259 -1.66097  0.1297
H: -3.43357 -5.01756 -3.08675  0.1145
H: -1.33723 -6.06741 -1.40513  0.1026
H: -1.36456 -4.52601 -2.24572  0.1063
H: 0.03321 -6.54299 -3.27794  0.1054
H: -0.80437 -5.33492 -4.35288  0.1297
O: -3.48458 1.11174 -0.16465  0.0934
C: -3.83738 1.61213 -1.21058  -0.4550
O: -4.26048 2.86750 -1.28827  0.0263
C: -4.95014 3.17282 -2.50877  -0.0951
C: -5.09794 1.75634 -3.25828  -0.1441
C: -4.09746 0.95122 -2.56381  -0.1085
H: -4.33787 3.82571 -3.13084  0.1152
H: -5.95839 3.56701 -2.38166  0.1198
H: -4.97702 1.84793 -4.33768  0.1148
H: -6.06162 1.36317 -2.93454  0.1138
H: -3.16588 1.14450 -3.09570  0.1182
H: -4.30849 -0.11759 -2.59853  0.1031
O: 1.26817 -5.68719 0.13436  0.0700
C: 1.60347 -6.75882 -0.31685  -0.5226
O: 1.75529 -6.89170 -1.61217  0.0321
C: 2.11696 -8.23699 -1.92827  -0.1075
C: 2.53587 -8.89647 -0.57327  -0.1204
C: 1.94164 -7.94520 0.45353  -0.0711
H: 2.97082 -8.24987 -2.60566  0.1298
H: 1.17377 -8.65414 -2.28105  0.1318
H: 3.60284 -9.07319 -0.43747  0.1110
H: 2.13749 -9.91100 -0.56187  0.1137
H: 2.63600 -7.82210 1.28468  0.1376
H: 1.06942 -8.27680 1.01688  0.1259
O: 2.63675 -0.30847 -6.93066  0.0541
C: 3.57749 -0.67520 -6.19012  -0.4223
O: 3.47393 -0.83581 -4.84420  0.0156
C: 4.61397 -1.40978 -4.27117  -0.1758
C: 5.58439 -1.68367 -5.37856  -0.1445
C: 4.97658 -0.95641 -6.56704  -0.0809
H: 4.29245 -2.34779 -3.81854  0.1304
H: 5.00961 -0.70799 -3.53696  0.1342
H: 5.67447 -2.76164 -5.51261  0.1152
H: 6.60778 -1.35142 -5.20431  0.1183
H: 5.01061 -1.55388 -7.47807  0.1309
H: 5.57911 -0.08533 -6.82447  0.1246



C39H47CrI2N5O3PS2Si | ωB97M-V/def2-TZVPD

Its orbital gap (spin up / spin down) is 0.259 / 0.262 hartree. The relative energy (zero: lowest compared OMol25 entry of this formula, charge and spin) comes out at 116.04 kJ/mol. Its spin multiplicity is 4. The LUMO energy (spin up / spin down) comes out at -0.21 / -0.17 eV. The value obtained for the highest occupied orbital energy (spin up / spin down) is -7.3 / -7.3 eV.

Each line ends with the Löwdin charge.
Atoms and positions in Å:
Cr: 0.99715 -0.07560 -1.11744  0.6492
I: -2.32185 -1.47190 -1.29354  1.2730
C: -3.41565 -2.93950 -0.18614  -0.5387
C: -4.39375 -3.60250 -0.88764  -0.1633
C: -5.27775 -4.48180 -0.25534  -0.0765
C: -5.18425 -4.65620 1.09426  -0.0367
C: -4.18515 -4.00170 1.84596  -0.1629
C: -4.14935 -4.19710 3.24026  -0.0264
C: -3.21505 -3.56790 4.01056  -0.0526
C: -2.25375 -2.76870 3.39046  -0.0964
C: -2.21955 -2.56790 2.02556  -0.2952
P: -0.74035 -1.55980 1.48456  1.0244
C: -1.20845 -0.09540 2.49116  -0.3889
C: -2.15365 0.74850 1.91036  -0.1326
C: -2.55355 1.90110 2.55756  -0.0697
C: -2.00885 2.23150 3.78816  -0.0833
C: -1.08775 1.38800 4.38036  -0.0925
C: -0.68955 0.22890 3.73736  -0.1346
C: 0.52255 -2.50030 2.44256  -0.3830
C: 1.68275 -1.89850 2.93446  -0.1365
C: 2.73005 -2.67530 3.40226  -0.0756
C: 2.65085 -4.05820 3.36156  -0.0834
C: 1.51535 -4.66740 2.85076  -0.0798
C: 0.46755 -3.89570 2.38516  -0.1007
C: -3.23305 -3.14220 1.20746  -0.1976
H: -4.49465 -3.42190 -1.94764  0.0846
H: -6.03805 -4.98340 -0.83544  0.1069
H: -5.87475 -5.29860 1.62116  0.1120
H: -4.89015 -4.84730 3.68116  0.1134
H: -3.20235 -3.68800 5.08316  0.1087
H: -1.50655 -2.29850 4.01266  0.1018
H: -2.56145 0.50820 0.93846  0.0572
H: -3.28365 2.55060 2.09626  0.1079
H: -2.29505 3.14960 4.27786  0.1024
H: -0.66295 1.63930 5.34026  0.1058
H: 0.04225 -0.40810 4.20736  0.0909
H: 1.75805 -0.81900 2.96906  0.0716
H: 3.61435 -2.20130 3.80046  0.1097
H: 3.47245 -4.66340 3.71096  0.1035
H: 1.44545 -5.74590 2.80006  0.1079
H: -0.41105 -4.38640 1.98296  0.1102
N: 0.93625 -2.53340 -1.53164  -0.0308
C: 1.83095 -3.67850 -1.71174  -0.2473
C: 3.00035 -3.65130 -0.72834  -0.1746
C: 3.97795 -2.50460 -1.02924  -0.1728
C: 3.93465 -1.31080 -0.07594  -0.2121
N: 2.59135 -0.77540 0.20216  -0.0543
H: 0.35555 -2.72410 -0.71304  0.0031
H: 0.30425 -2.47210 -2.32744  0.0469
H: 2.22995 -3.65690 -2.72854  0.1143
H: 1.28405 -4.62420 -1.59154  0.1177
H: 3.52005 -4.60650 -0.82254  0.1131
H: 2.62665 -3.59810 0.29536  0.0920
H: 3.81375 -2.14460 -2.04414  0.0838
H: 4.99595 -2.89270 -0.98894  0.1138
H: 4.53045 -0.51500 -0.52764  0.1242
H: 4.40445 -1.59850 0.87576  0.1183
H: 2.76065 0.04860 0.78526  -0.0421
H: 2.12785 -1.44720 0.81686  0.0297
C: -2.80095 0.70620 -3.96024  -0.2160
Si: -1.25275 1.50320 -3.14064  0.2912
C: -1.96035 2.88870 -2.01894  -0.1453
C: -0.10035 2.22110 -4.47444  -0.1366
O: -0.52725 0.37500 -2.25534  -0.6075
H: -3.20725 1.34030 -4.74084  0.0192
H: -3.58785 0.56470 -3.22524  -0.0157
H: -2.58685 -0.26330 -4.39944  0.0101
H: -2.55895 3.58530 -2.59394  0.0308
H: -1.17395 3.45910 -1.53954  -0.0125
H: -2.59415 2.47750 -1.23844  0.0222
H: -0.67265 2.73520 -5.23894  0.0306
H: 0.48065 1.44630 -4.96594  0.0239
H: 0.60115 2.93850 -4.06174  -0.0091
N: -1.12715 7.06660 1.32936  0.1020
C: -0.25085 6.38520 0.51876  -0.3212
C: -0.57685 6.11620 -0.81604  -0.0302
C: 0.33205 5.48360 -1.64284  -0.0774
C: 1.56925 5.10820 -1.15024  -0.2995
C: 1.91725 5.39010 0.15986  -0.1214
C: 1.01385 6.01920 0.99176  -0.0437
S: 2.73485 4.28440 -2.21274  0.5825
O: 4.06205 4.74000 -1.89854  -0.3006
O: 2.29185 4.41820 -3.58014  -0.3785
N: 2.53515 2.72050 -1.73024  -0.1159
C: 2.72015 1.78640 -2.60064  -0.7043
S: 3.53975 2.04970 -4.13714  1.0837
C: 3.36225 0.35370 -4.48064  -0.3824
C: 2.70255 -0.27000 -3.48544  -0.2675
N: 2.35535 0.51300 -2.42084  -0.0939
H: -2.09215 7.10350 1.04496  0.0910
H: -0.96485 7.03120 2.32196  0.0903
H: -1.54735 6.41140 -1.19154  0.1121
H: 0.10205 5.28150 -2.67834  0.1141
H: 2.90345 5.12400 0.50386  0.1008
H: 1.28175 6.24780 2.01346  0.1100
H: 3.74755 -0.06130 -5.38994  0.0582
H: 2.42325 -1.31180 -3.47804  0.0917
I: 1.68755 2.19850 1.64086  0.9198
C: 0.50535 1.63780 -0.06744  -0.6514
H: 0.61655 2.49400 -0.71944  -0.0643
H: -0.51495 1.62570 0.31446  -0.0468



Which formula does entry 1 have?
C5H13NS